{"formula": "C15H34ClO11P2Zr", "method": "ωB97M-V/def2-TZVPD", "e_above_lowest_kj_mol": 0.0, "homo_energy_ev": -17.5104, "total_charge": 3, "orbital_gap_ev": 4.44, "elements": ["Zr", "Cl", "C", "C", "O", "P", "O", "O", "C", "C", "O", "C", "C", "H", "H", "H", "H", "H", "H", "H", "H", "H", "H", "H", "H", "H", "H", "H", "C", "C", "O", "P", "O", "O", "C", "C", "O", "C", "C", "H", "H", "H", "H", "H", "H", "H", "H", "H", "H", "H", "H", "H", "H", "H", "C", "C", "O", "C", "O", "O", "H", "H", "H", "H"], "coordinates": [[-12.5464, 19.0981, -25.8065], [-13.0238, 20.6258, -23.9683], [-7.2171, 20.2541, -28.6843], [-8.2559, 21.3397, -28.7906], [-9.5353, 20.7970, -28.2425], [-10.5175, 21.6073, -27.4104], [-11.4328, 20.5779, -26.6827], [-9.6933, 22.4637, -26.4386], [-10.2606, 23.0372, -25.2180], [-9.8668, 24.5131, -25.1833], [-11.4118, 22.5064, -28.2463], [-10.8379, 23.5323, -29.1574], [-11.7436, 24.7413, -29.1462], [-6.2147, 20.5915, -28.9451], [-7.1939, 19.7869, -27.7024], [-7.4534, 19.5137, -29.4529], [-8.0015, 22.2116, -28.1880], [-8.4019, 21.6626, -29.8172], [-11.3576, 22.9922, -25.1789], [-9.9370, 22.4960, -24.3278], [-10.1332, 24.9692, -26.1348], [-10.3027, 25.0728, -24.3654], [-8.7761, 24.4855, -25.1101], [-9.8589, 23.8501, -28.7902], [-10.6829, 23.0835, -30.1349], [-11.1740, 25.6565, -29.3050], [-12.5269, 24.7079, -29.8983], [-12.1811, 24.8425, -28.1511], [-8.2312, 14.5634, -24.5881], [-7.9374, 16.0321, -24.4285], [-9.2144, 16.7541, -24.6214], [-9.4018, 18.2151, -24.2557], [-10.7726, 18.6556, -24.7975], [-9.2149, 18.3404, -22.7470], [-9.5966, 19.5280, -21.9590], [-10.4214, 19.0609, -20.7694], [-8.3509, 19.0781, -24.9812], [-6.9679, 19.2266, -24.4948], [-6.6826, 20.6871, -24.2788], [-8.6591, 14.1665, -23.6664], [-9.0188, 14.4090, -25.3275], [-7.3603, 13.9712, -24.8521], [-7.5042, 16.1829, -23.4394], [-7.2406, 16.3959, -25.1816], [-8.7059, 20.0746, -21.6615], [-10.2206, 20.1805, -22.5787], [-9.9245, 18.2125, -20.3035], [-10.5854, 19.8726, -20.0680], [-11.3674, 18.6942, -21.1736], [-6.8093, 18.6138, -23.6067], [-6.2569, 18.7981, -25.2038], [-7.2129, 21.0483, -23.3952], [-5.6234, 20.8769, -24.1059], [-6.9603, 21.2818, -25.1494], [-14.0999, 23.8622, -22.9993], [-15.4155, 24.3830, -23.5604], [-14.9855, 25.5490, -24.2533], [-13.6907, 25.3831, -24.6227], [-13.1111, 26.0630, -25.3860], [-13.1512, 24.3053, -23.9818], [-14.1000, 22.7847, -22.8411], [-13.8346, 24.3944, -22.0846], [-16.0911, 24.5855, -22.7333], [-15.8946, 23.6699, -24.2355]], "forces_ev_per_angstrom": [[5.27, 4.89, 3.29], [-0.09, -2.19, -2.38], [-0.25, -0.46, -0.76], [0.88, 0.36, 0.52], [0.20, -0.49, -0.43], [1.10, 1.03, -0.59], [-2.67, -2.76, 0.80], [-0.09, -0.75, 0.90], [-1.23, 1.62, 0.95], [0.93, -1.09, -0.48], [-0.84, -0.31, -0.21], [0.41, 1.12, -0.24], [-0.20, 0.07, 0.14], [-0.09, 0.39, 0.13], [-0.05, 0.07, 0.05], [0.03, -0.26, 0.30], [-0.02, -0.03, 0.02], [-0.36, -0.17, -0.02], [0.06, -0.29, -0.62], [0.55, -0.22, -0.37], [-0.15, 0.16, 0.09], [-0.12, -0.12, 0.12], [-0.03, 0.57, 0.10], [-0.02, -0.35, 0.31], [-0.31, -0.23, 0.04], [0.14, -0.11, -0.15], [-0.09, -0.15, 0.07], [-0.11, 0.04, -0.06], [-0.95, -0.24, 0.20], [0.79, -0.98, -0.25], [-0.45, -0.54, 0.11], [2.14, -0.27, -0.01], [-3.58, -0.04, -1.68], [-0.63, 0.34, 0.51], [-0.67, 0.45, 0.69], [0.22, -0.48, -0.95], [-0.15, 0.39, -0.40], [1.15, 0.03, 0.17], [-0.14, 0.22, 0.33], [0.21, -0.02, 0.07], [0.30, 0.03, -0.31], [0.14, 0.15, -0.02], [-0.38, 0.54, 0.07], [-0.16, 0.11, -0.10], [0.24, -0.29, -0.16], [0.24, -0.01, -0.17], [0.04, 0.17, 0.30], [0.00, -0.01, 0.08], [-0.15, 0.07, 0.34], [-0.36, 0.24, 0.23], [-0.58, 0.03, -0.53], [-0.04, 0.15, -0.12], [0.04, -0.27, 0.03], [-0.12, -0.07, -0.02], [-0.18, 0.65, 0.19], [0.29, -0.52, 0.69], [0.14, -0.18, -0.14], [-1.00, -0.09, 0.49], [0.64, 0.28, -0.58], [0.11, -0.68, -0.19], [0.26, 0.11, -0.15], [-0.16, -0.28, 0.20], [-0.17, 0.49, -0.26], [0.04, 0.17, -0.19]], "lowdin_charge": [1.937, 0.214, -0.039, -0.171, -0.129, 0.388, -0.414, -0.137, -0.216, -0.021, -0.124, -0.175, -0.031, 0.105, 0.068, 0.097, 0.118, 0.134, 0.086, 0.117, 0.086, 0.095, 0.092, 0.118, 0.134, 0.102, 0.094, 0.082, -0.043, -0.188, -0.128, 0.374, -0.415, -0.121, -0.193, -0.033, -0.143, -0.207, -0.039, 0.094, 0.089, 0.102, 0.133, 0.126, 0.129, 0.089, 0.099, 0.101, 0.080, 0.122, 0.132, 0.077, 0.107, 0.080, -0.133, -0.107, 0.092, -0.562, 0.192, 0.001, 0.063, 0.144, 0.145, 0.133]}


{"formula": "C15H34NO5S", "method": "ωB97M-V/def2-TZVPD", "e_above_lowest_kj_mol": 0.0, "homo_energy_ev": -10.6100, "total_charge": 1, "orbital_gap_ev": 7.26, "elements": ["N", "C", "C", "O", "C", "S", "H", "H", "H", "H", "H", "H", "H", "H", "H", "H", "C", "C", "O", "C", "H", "H", "H", "H", "H", "H", "C", "C", "O", "C", "H", "H", "H", "H", "H", "H", "C", "C", "O", "C", "H", "H", "H", "H", "H", "H", "C", "C", "O", "C", "H", "H", "H", "H", "H", "H"], "coordinates": [[3.5023, -0.0187, 1.6654], [3.0332, 1.3212, 1.9105], [1.5009, 1.6024, 1.8172], [0.8997, 1.8285, 3.0837], [0.7523, 0.4198, 1.2127], [-1.0278, 0.4860, 1.5700], [3.4815, -0.6391, 2.4590], [3.1548, -0.4677, 0.8296], [3.5350, 2.0058, 1.2244], [3.3380, 1.6089, 2.9171], [1.3481, 2.4778, 1.1756], [1.3408, 2.5901, 3.4967], [0.8249, 0.3698, 0.1272], [1.0862, -0.5291, 1.6328], [-1.1582, 1.7719, 1.9507], [-1.0333, -0.0254, 2.8132], [-3.2251, -0.8398, -1.1065], [-4.1344, -1.2177, -2.2609], [-3.7252, -1.9006, -3.1669], [-5.5484, -0.7025, -2.2109], [-2.2445, -1.2806, -1.2776], [-3.1390, 0.2474, -1.0416], [-3.6389, -1.2100, -0.1660], [-5.5503, 0.3887, -2.1762], [-6.0473, -1.0618, -1.3088], [-6.0957, -1.0391, -3.0872], [-2.7119, -1.1556, -7.1962], [-3.9556, -1.9646, -7.4864], [-4.6317, -1.7572, -8.4649], [-4.3029, -3.0328, -6.4804], [-2.5616, -0.4150, -7.9774], [-2.8099, -0.6613, -6.2275], [-1.8428, -1.8138, -7.1403], [-4.4435, -2.5801, -5.4973], [-3.4815, -3.7467, -6.3944], [-5.2074, -3.5515, -6.7881], [5.0235, -2.8509, -0.8683], [3.5212, -2.9460, -0.8629], [2.8227, -2.0212, -1.2257], [2.9256, -4.2413, -0.3743], [5.3333, -1.8835, -1.2543], [5.4092, -2.9809, 0.1447], [5.4466, -3.6446, -1.4860], [3.2390, -4.4323, 0.6540], [3.2869, -5.0719, -0.9826], [1.8406, -4.1989, -0.4295], [2.6890, 4.8835, 7.0965], [1.8134, 4.5834, 5.9126], [2.2543, 4.0281, 4.9260], [0.3729, 5.0104, 6.0068], [3.7010, 4.5341, 6.9122], [2.6997, 5.9577, 7.2886], [2.2869, 4.3980, 7.9876], [0.3158, 6.0885, 6.1645], [-0.1028, 4.5313, 6.8642], [-0.1597, 4.7487, 5.0956]], "forces_ev_per_angstrom": [[-0.01, -0.14, 0.06], [-0.02, 0.00, -0.17], [-0.01, 0.01, 0.13], [0.15, 0.14, -0.02], [0.11, 0.10, -0.04], [-0.25, -0.27, -0.38], [-0.09, 0.01, 0.02], [0.21, 0.01, -0.09], [-0.02, -0.03, -0.05], [0.01, 0.06, -0.02], [-0.05, 0.02, 0.03], [-0.03, 0.03, 0.29], [0.06, -0.05, 0.01], [-0.05, -0.01, -0.01], [0.12, -0.02, 0.20], [0.06, 0.25, 0.12], [0.07, -0.06, -0.06], [-0.02, 0.01, 0.02], [0.02, 0.02, -0.01], [0.00, -0.03, -0.06], [0.01, 0.01, 0.02], [-0.06, 0.00, 0.02], [-0.04, 0.05, 0.00], [0.00, 0.00, 0.03], [0.01, 0.02, 0.01], [0.00, 0.00, 0.00], [-0.01, 0.03, -0.06], [0.03, -0.01, 0.03], [-0.01, 0.01, 0.00], [-0.08, 0.00, -0.06], [0.00, 0.00, 0.00], [0.02, -0.03, 0.02], [0.00, 0.00, 0.03], [0.05, -0.05, 0.03], [0.01, 0.02, 0.03], [0.00, 0.00, -0.01], [-0.03, 0.10, -0.08], [0.05, -0.01, -0.01], [-0.07, 0.09, 0.26], [-0.08, 0.04, -0.06], [0.01, 0.00, 0.00], [0.01, -0.05, -0.01], [0.01, -0.03, 0.04], [0.04, -0.02, -0.02], [0.03, -0.01, 0.03], [0.00, -0.01, 0.00], [0.06, -0.02, -0.06], [0.03, 0.07, 0.04], [-0.17, -0.29, -0.22], [0.00, -0.05, -0.07], [0.00, 0.00, 0.00], [-0.03, 0.00, 0.02], [-0.02, 0.03, 0.01], [0.00, 0.00, 0.03], [0.01, 0.03, 0.02], [0.00, 0.00, 0.00]], "nbo_charge": [-0.838, -0.245, 0.060, -0.766, -0.529, 0.461, 0.371, 0.373, 0.209, 0.228, 0.179, 0.524, 0.275, 0.268, 0.215, 0.204, -0.727, 0.597, -0.531, -0.723, 0.231, 0.216, 0.224, 0.232, 0.234, 0.248, -0.720, 0.594, -0.537, -0.728, 0.235, 0.224, 0.227, 0.243, 0.227, 0.233, -0.727, 0.611, -0.585, -0.725, 0.241, 0.236, 0.243, 0.233, 0.245, 0.231, -0.725, 0.623, -0.602, -0.722, 0.242, 0.243, 0.240, 0.246, 0.240, 0.223]}